This record from OMol25 describes C13H29Cl2S4SbSiV as an isolated structure in a non-equilibrium geometry. The level of theory is ωB97M-V/def2-TZVPD.

```
! wB97M-V def2-TZVPD RIJCOSX def2/J DEFGRID3
* xyz -2 4
V 8.475 -6.610 12.997
S 11.862 -5.799 15.921
Sb 11.261 -6.325 13.688
S 9.216 -4.844 13.875
S 9.046 -6.825 10.853
S 9.413 -8.198 14.203
Cl 3.560 -7.532 14.320
C 5.211 -8.138 14.548
Cl 6.185 -6.776 13.700
H 5.380 -9.097 13.999
H 5.551 -8.119 15.608
C 6.946 -6.130 6.563
C 7.085 -6.922 7.919
C 7.644 -8.387 7.730
C 5.654 -6.958 8.515
Si 8.402 -5.964 9.022
C 7.752 -4.254 9.557
C 7.296 -3.342 8.356
C 6.632 -4.307 10.632
C 8.833 -3.402 10.246
C 9.886 -5.832 7.765
C 10.261 -7.135 6.992
C 11.144 -5.607 8.662
C 9.906 -4.552 6.884
H 5.882 -6.167 6.184
H 7.606 -6.497 5.730
H 7.168 -5.052 6.575
H 7.039 -9.102 8.233
H 8.677 -8.483 8.098
H 7.690 -8.657 6.637
H 5.049 -7.558 7.809
H 5.136 -5.963 8.595
H 5.581 -7.512 9.481
H 6.342 -3.745 7.969
H 7.986 -3.344 7.474
H 7.194 -2.322 8.822
H 5.863 -4.983 10.232
H 6.264 -3.268 10.713
H 7.047 -4.565 11.586
H 9.556 -2.987 9.625
H 9.327 -3.847 11.021
H 8.193 -2.624 10.631
H 10.445 -8.034 7.613
H 11.222 -6.848 6.540
H 9.497 -7.369 6.254
H 11.520 -6.435 9.283
H 11.007 -4.817 9.374
H 12.000 -5.207 8.018
H 8.949 -4.273 6.429
H 10.590 -4.733 6.044
H 10.172 -3.616 7.476
*
```

Results
- Kohn-Sham gap (alpha / beta): 3.918 / 5.215 eV
- E_HOMO (alpha / beta): 0.4 / -0.9 eV
- Lowest unoccupied orbital energy (alpha / beta): 4.314 / 4.291 eV

Results of the natural (NBO) charge analysis, in e, for atoms 1 through 6: atom 1 (V): 0.2687, atom 2 (S): -0.9919, atom 3 (Sb): 0.8431, atom 4 (S): -0.6519, atom 5 (S): -0.7869, atom 6 (S): -0.7174